Computed, not measured: a cluster of 9 separate species, C33H82B4F16N5O3 in total at a distorted geometry, with the ωB97M-V functional and the def2-TZVPD basis.

Computed properties:
Electronic energy, Eh: -3503.780388
Gap between HOMO and LUMO, eV: 7.88

```
! wB97M-V def2-TZVPD RIJCOSX def2/J DEFGRID3
* xyz 1 1
F 13.23819 23.42394 12.28473
F 13.36491 18.61060 15.74349
F 11.17505 25.05740 18.06011
F 13.34792 20.81862 15.65003
F 5.07402 20.78671 12.55512
F 13.27291 23.72258 10.01721
F 9.02833 25.68264 17.59006
F 11.68624 22.42120 10.93277
F 6.63385 21.94256 11.58941
F 4.45497 22.57566 11.37796
F 13.12955 19.79010 17.46786
F 9.57151 24.46576 19.40191
F 10.08690 26.70246 19.23131
F 5.13335 20.79112 10.21716
F 11.56953 24.64784 11.35205
F 11.45231 19.65604 15.97715
O 10.03439 24.65300 15.18717
O 6.15016 18.36817 12.17228
O 9.40928 22.08742 18.75501
N 8.57534 21.97354 14.42594
N 7.91617 28.72798 14.75495
N 7.55049 17.02662 9.57212
N 11.03990 14.94166 14.87881
N 9.89407 19.64328 20.53512
C 6.56385 16.55494 10.65810
C 8.96365 28.70234 17.07438
C 5.51822 17.47008 11.25896
C 6.54473 29.23840 16.85780
C 10.30475 11.04570 14.35150
C 10.74428 21.69654 19.09311
C 9.53986 16.96572 14.21592
C 9.09295 27.79780 12.63619
C 10.05916 16.53298 16.68712
C 11.23449 13.44890 14.50190
C 6.52253 28.66756 15.43839
C 9.98086 22.53458 14.00179
C 8.24642 30.20896 14.45999
C 8.21698 20.69292 13.60203
C 10.03206 12.54014 14.69719
C 8.98354 26.76756 11.47464
C 9.01090 17.00540 15.60869
C 8.99091 28.07258 15.67399
C 10.43213 18.20078 20.70834
C 6.87741 17.52844 8.30978
C 10.69834 23.48346 15.00031
C 8.38490 18.09148 10.23167
C 7.51732 23.06858 14.12286
C 7.59961 28.49446 17.71412
C 8.51016 21.54512 15.90930
C 7.82901 27.80544 13.50344
C 8.41384 19.44794 20.03859
C 10.77291 20.20450 19.32515
C 12.39692 15.55044 14.81590
C 9.85344 20.48012 21.84310
C 10.52798 15.09442 16.37020
C 9.99622 15.54636 13.89308
C 8.38940 15.78972 9.13498
B 12.41916 23.54262 11.14785
B 9.98293 25.48160 18.58879
B 5.31871 21.48170 11.41712
B 12.79220 19.70215 16.19137
H 9.81904 22.99810 13.02862
H 6.86226 30.28022 16.90161
H 12.27023 16.61680 15.00286
H 6.48446 22.82032 14.36712
H 9.94081 26.81842 10.95585
H 10.37531 10.90030 13.27355
H 6.44920 18.50448 8.53796
H 10.46745 15.49950 12.91133
H 9.44252 21.44624 21.55008
H 11.73254 23.72414 14.75416
H 8.06939 16.45878 15.66211
H 10.01540 27.59462 13.18015
H 5.69227 19.20198 12.30149
H 8.95631 25.72554 11.79332
H 9.27422 30.17766 14.09841
H 8.40781 18.61602 19.33434
H 10.60967 19.67688 18.38543
H 13.04333 15.07888 15.55608
H 10.60977 21.64638 13.94129
H 9.65445 12.35692 15.70314
H 7.95100 20.40384 19.79341
H 9.13531 14.87786 13.89981
H 8.69290 17.11182 13.54555
H 9.13081 16.17026 8.43242
H 10.92666 17.18240 16.80464
H 7.38235 27.42696 17.67749
H 9.50836 16.53576 17.62771
H 10.85986 22.93850 15.93039
H 7.81727 19.00804 10.07099
H 6.28385 27.60892 15.54040
H 8.77147 17.79124 11.20559
H 9.37578 23.02220 18.97098
H 10.01919 28.18320 15.32975
H 9.21569 20.03582 22.60728
H 10.29285 17.66296 13.84855
H 7.60324 30.45302 13.61450
H 7.64184 17.59660 7.53576
H 11.80077 19.99712 19.62280
H 11.99976 13.09738 15.19394
H 8.87119 19.87214 13.89604
H 11.49440 18.22426 20.95151
H 11.40471 14.86976 16.97764
H 8.73858 27.01332 15.72306
H 9.17489 12.85296 14.10094
H 10.37839 17.56432 19.82509
H 11.25444 10.72174 14.77723
H 4.83596 16.84124 11.83096
H 8.79342 15.55186 10.11899
H 6.03331 16.86112 8.13579
H 7.14122 20.55748 13.71378
H 5.78208 29.04630 14.73384
H 5.56101 28.97608 17.24714
H 7.64146 20.88906 15.96441
H 7.87229 23.79488 14.85403
H 9.30890 28.79714 12.25831
H 8.52399 20.90617 12.57813
H 8.69755 18.02106 15.85025
H 10.03625 24.85114 16.12650
H 7.15691 16.20160 11.50163
H 11.05512 22.31666 19.93390
H 4.92231 17.90312 10.45557
H 7.76825 19.20900 20.88371
H 11.38398 21.97856 18.25684
H 7.70526 28.88894 18.72473
H 7.02337 28.19746 12.88266
H 9.55054 10.32243 14.66157
H 12.73831 15.30930 13.80922
H 9.87410 17.71652 21.50971
H 7.75582 14.98202 8.76846
H 8.16003 30.96728 15.23818
H 9.70991 14.38708 16.50643
H 9.76061 28.23444 17.65233
H 8.21834 26.98524 10.72953
H 10.89198 20.60486 22.14964
H 11.70086 13.26092 13.53481
H 7.71614 23.35168 13.08921
H 9.29535 18.28830 9.66559
H 8.37574 22.43610 16.52264
H 9.18550 29.76952 17.07002
H 7.53762 26.87130 13.98364
H 9.45441 21.01538 16.03529
H 6.03574 15.68318 10.27179
*
```

These are the Löwdin partial charges, in e, on atoms 1 to 99: number 1, F, carries 0.08; number 2, F, carries 0.20; number 3, F, carries 0.17; number 4, F, carries 0.17; number 5, F, carries 0.15; number 6, F, carries 0.06; number 7, F, carries 0.12; number 8, F, carries 0.13; number 9, F, carries 0.10; number 10, F, carries 0.12; number 11, F, carries 0.19; number 12, F, carries 0.16; number 13, F, carries 0.14; number 14, F, carries 0.12; number 15, F, carries 0.08; number 16, F, carries 0.14; number 17, O, carries -0.05; number 18, O, carries -0.06; number 19, O, carries -0.09; number 20, N, carries -0.28; number 21, N, carries -0.22; number 22, N, carries -0.34; number 23, N, carries -0.23; number 24, N, carries -0.26; number 25, C, carries -0.12; number 26, C, carries -0.17; number 27, C, carries -0.20; number 28, C, carries -0.15; number 29, C, carries -0.09; number 30, C, carries -0.20; number 31, C, carries -0.18; number 32, C, carries -0.21; number 33, C, carries -0.12; number 34, C, carries -0.12; number 35, C, carries -0.10; number 36, C, carries -0.02; number 37, C, carries 0.04; number 38, C, carries 0.01; number 39, C, carries -0.24; number 40, C, carries -0.07; number 41, C, carries -0.16; number 42, C, carries -0.08; number 43, C, carries 0.00; number 44, C, carries 0.04; number 45, C, carries -0.23; number 46, C, carries 0.02; number 47, C, carries 0.03; number 48, C, carries -0.18; number 49, C, carries 0.02; number 50, C, carries -0.11; number 51, C, carries 0.02; number 52, C, carries -0.07; number 53, C, carries 0.03; number 54, C, carries 0.05; number 55, C, carries -0.06; number 56, C, carries -0.09; number 57, C, carries 0.04; number 58, B, carries -1.30; number 59, B, carries -1.35; number 60, B, carries -1.34; number 61, B, carries -1.61; number 62, H, carries 0.13; number 63, H, carries 0.11; number 64, H, carries 0.10; number 65, H, carries 0.11; number 66, H, carries 0.08; number 67, H, carries 0.07; number 68, H, carries 0.11; number 69, H, carries 0.13; number 70, H, carries 0.10; number 71, H, carries 0.14; number 72, H, carries 0.12; number 73, H, carries 0.11; number 74, H, carries 0.04; number 75, H, carries 0.07; number 76, H, carries 0.10; number 77, H, carries 0.09; number 78, H, carries 0.12; number 79, H, carries 0.12; number 80, H, carries 0.13; number 81, H, carries 0.11; number 82, H, carries 0.10; number 83, H, carries 0.12; number 84, H, carries 0.10; number 85, H, carries 0.11; number 86, H, carries 0.11; number 87, H, carries 0.11; number 88, H, carries 0.10; number 89, H, carries 0.11; number 90, H, carries 0.12; number 91, H, carries 0.13; number 92, H, carries 0.10; number 93, H, carries 0.02; number 94, H, carries 0.14; number 95, H, carries 0.10; number 96, H, carries 0.13; number 97, H, carries 0.10; number 98, H, carries 0.11; number 99, H, carries 0.12